1.
Entry from OMol25: a structure of composition C9H15AsF6O3S5Se2Ti (wB97M-V/def2-TZVPD).

Its HOMO energy (spin up / spin down) is -3.373 / -5.962 eV. The charge is -1. As for the spin multiplicity: 4. The calculation puts the energy above the lowest of the compared OMol25 structures with the same formula, charge and spin at 12.0 kcal per mole.

```
42
Properties=species:S:1:pos:R:3:forces:R:3:nbo_charge:R:1
Ti -0.24483 1.02459 -0.23584 -0.2 -1.0 0.7 0.91
S -6.89984 1.30674 -3.41227 -0.5 0.1 -0.3 -0.07
C -5.49074 1.17220 -2.61020 0.3 -0.1 0.2 -0.59
S -5.01089 2.21163 -1.33987 0.1 0.4 0.4 0.49
C -3.48833 1.46682 -0.90408 -0.1 -0.6 -0.5 -0.41
C -3.14959 0.33616 -1.69756 -0.4 0.5 0.2 -0.41
S -1.79373 -0.61743 -1.48690 -0.2 -0.4 -0.2 -0.08
S -4.32406 -0.04129 -2.93218 0.3 -0.5 -0.2 0.48
S -2.59381 2.05132 0.36539 -0.2 0.5 0.2 -0.01
C 3.35336 -0.98878 -0.31050 0.1 0.1 -0.1 -0.80
Se 1.93124 -0.50351 0.90289 0.4 0.2 0.1 0.43
C 1.80988 -2.20713 1.79167 -0.1 -0.2 0.0 -0.59
C 1.63950 -3.40873 0.88243 0.2 -0.1 0.1 -0.59
Se 0.04291 -3.47744 -0.21512 -0.2 0.0 -0.2 0.27
C 0.81672 -2.75292 -1.85137 -0.1 0.1 0.0 -0.80
H 4.18576 -1.40857 0.25156 0.0 0.0 0.0 0.21
H 3.66131 -0.07068 -0.80334 0.0 0.0 0.0 0.25
H 3.00129 -1.68489 -1.06527 0.1 0.0 0.0 0.21
H 0.98733 -2.10631 2.49834 0.0 0.0 0.0 0.23
H 2.73584 -2.32277 2.35747 0.0 0.0 0.1 0.21
H 1.63412 -4.32155 1.47943 0.0 0.0 0.0 0.22
H 2.47831 -3.47569 0.19010 0.0 -0.1 0.1 0.21
H 1.70430 -3.32266 -2.11821 0.0 -0.1 0.0 0.20
H 1.04578 -1.69588 -1.72967 -0.1 -0.2 -0.1 0.26
H 0.06751 -2.86007 -2.63353 0.0 0.0 0.0 0.23
F 0.23041 2.03804 1.77080 -0.1 0.2 0.0 -0.63
As 1.23279 3.45732 1.29935 0.1 -0.1 0.1 2.85
F 2.46240 2.87318 2.32958 0.4 -0.1 0.3 -0.61
F 1.84371 2.40697 0.02254 -0.1 0.1 0.0 -0.61
F 2.20898 4.75341 0.77066 0.3 0.3 -0.1 -0.61
F -0.03407 3.93741 0.25446 -0.3 0.1 -0.2 -0.59
F 0.53244 4.34582 2.58064 -0.1 0.2 0.3 -0.61
O 1.04658 0.41143 -1.90343 0.0 0.5 -0.5 -0.77
C 0.59350 1.41731 -2.52470 -0.2 0.0 0.3 0.65
O -0.28506 2.15464 -2.00632 0.5 0.2 -0.7 -0.72
H 0.97039 1.65399 -3.52632 0.0 0.0 -0.1 0.11
C -1.46798 -0.16773 2.94619 0.0 0.1 -0.1 -0.25
O -1.00467 -0.46778 1.63415 -0.1 -0.1 0.0 -0.74
H -1.88142 -1.05832 3.42411 0.0 0.0 0.0 0.16
H -2.21999 0.62279 2.93475 0.0 0.0 0.0 0.19
H -0.60990 0.18056 3.51449 0.0 0.0 0.0 0.20
H -1.71746 -0.86221 1.10571 0.2 0.1 0.1 0.50
```
Positions in Å, forces in eV/Å.



2.
Entry from OMol25: a cluster of 6 separate species, C9H15Cl15 in total (wB97M-V/def2-TZVPD).

Its HOMO energy is -10.546 eV. As for the spin multiplicity: 1. The calculation puts the energy above the lowest of the compared OMol25 structures with the same formula, charge and spin at 15.1 kcal per mole. Its SMILES is ClC(Cl)Cl.ClC(Cl)Cl.ClC(Cl)Cl.ClCCCl.ClCCCl.ClCCCl.

```
39
Properties=species:S:1:pos:R:3:forces:R:3:nbo_charge:R:1
Cl -0.94566 -2.54727 2.98658 0.3 1.0 0.7 -0.10
C -0.63943 -0.87122 3.69214 0.2 0.3 -1.7 -0.36
C -1.56338 -0.43892 4.79269 1.4 -0.1 0.4 -0.42
Cl -3.21707 -0.27982 4.24968 -0.5 -0.2 0.1 -0.02
H -0.73870 -0.19194 2.84548 -0.5 -0.2 -0.1 0.22
H 0.42374 -0.73905 3.89286 -0.1 -0.7 0.7 0.23
H -1.22533 0.54805 5.10844 0.0 0.1 -0.1 0.23
H -1.39550 -1.08282 5.65601 -0.8 -0.2 0.0 0.22
Cl 4.79898 3.55262 -0.92196 0.5 0.0 -0.3 -0.06
C 4.89542 3.14198 -2.66655 -0.7 0.0 0.1 -0.39
C 3.44991 2.95688 -3.16797 1.0 -0.1 -1.4 -0.40
Cl 2.76567 1.44568 -2.57182 -0.3 -0.3 0.4 -0.06
H 5.50147 2.24718 -2.80847 -0.5 -0.4 0.4 0.23
H 5.48414 3.86426 -3.23206 -0.6 0.6 0.3 0.23
H 3.49307 2.79749 -4.24538 0.2 0.1 -0.1 0.22
H 2.74277 3.77799 -3.05031 0.4 0.0 0.7 0.23
Cl -4.81780 -0.96836 -0.29173 0.2 -0.2 0.0 -0.09
C -3.72521 -2.30153 -0.85840 -1.2 -0.9 1.0 -0.38
C -3.35754 -3.24078 0.35323 0.5 1.2 -0.3 -0.40
Cl -4.64203 -4.35649 0.91327 -0.1 0.2 -0.6 -0.06
H -2.94658 -1.77372 -1.40907 0.3 -0.6 0.5 0.24
H -4.34360 -2.89827 -1.52892 0.2 0.2 -0.2 0.22
H -3.15025 -2.64609 1.24287 0.2 0.1 -0.3 0.24
H -2.48002 -3.85076 0.13878 -0.1 0.1 -0.2 0.22
C -1.91997 4.18831 -3.35767 0.0 -0.9 -0.3 -0.28
Cl -1.31451 5.60143 -2.60288 0.6 0.8 0.8 0.05
Cl -1.43367 2.65056 -2.53033 -0.3 0.8 -0.2 -0.02
Cl -1.32638 4.14354 -5.03444 -0.5 -0.1 0.2 0.02
H -3.00343 4.27391 -3.27462 0.2 -0.4 -0.5 0.24
C 2.75910 -3.14977 1.93707 -0.5 -1.5 0.8 -0.26
Cl 2.76618 -2.55550 3.62711 0.0 0.0 -0.7 0.00
Cl 2.84015 -5.01596 2.02379 -0.1 1.5 -0.2 -0.04
Cl 4.04298 -2.49850 1.00073 0.5 0.1 -0.2 0.06
H 1.81837 -2.90640 1.44320 0.1 -0.1 0.4 0.24
C 0.14122 -0.04807 -0.57681 0.5 -1.1 0.3 -0.29
Cl -1.41248 0.15231 0.05037 -2.3 0.6 0.7 0.06
Cl 0.14968 -1.65456 -1.38729 0.6 0.5 -0.2 -0.01
Cl 1.24660 -0.10023 0.84168 0.4 0.4 -0.9 -0.01
H 0.27908 0.77384 -1.27935 0.9 -0.4 0.1 0.25
```
Positions in Å, forces in eV/Å.



3.
Entry from OMol25: a cluster of 4 separate species, C9H15Cl3O11S2 in total (wB97M-V/def2-TZVPD).

Its HOMO energy is -10.432 eV. As for the spin multiplicity: 1. Its SMILES is C[C@H]1COC(=O)O1.O=S1(=O)OCCO1.O=S1(=O)OCCO1.ClC(Cl)Cl.

```
40
Properties=species:S:1:pos:R:3:forces:R:3:nbo_charge:R:1
C -3.56825 0.33676 -7.64641 -1.0 1.5 -0.2 -0.24
Cl -2.25888 1.50513 -7.20239 -0.6 -1.1 -0.3 0.01
Cl -4.09260 0.58584 -9.35811 0.8 -0.5 0.5 0.00
Cl -5.04921 0.73839 -6.70649 0.6 -0.3 0.2 0.00
H -3.30892 -0.70086 -7.43617 0.2 0.4 -0.2 0.23
C 1.42249 0.60837 -2.69392 0.7 0.0 -0.6 -0.64
C 0.42307 0.09561 -1.68226 0.1 0.0 0.4 0.06
C 0.77714 0.46122 -0.29375 3.9 -1.2 1.2 -0.09
O -0.38345 0.69252 0.35449 0.4 0.2 3.9 -0.46
C -1.31545 1.01146 -0.44701 -3.9 2.0 -0.8 0.98
O -2.36654 1.54683 -0.07524 2.6 -1.7 -2.0 -0.59
O -0.88849 0.68293 -1.70242 -1.4 0.5 -1.5 -0.50
H 2.15737 -0.17083 -2.89611 -0.5 -0.6 -0.5 0.23
H 2.15887 1.34394 -2.37023 -0.7 0.7 0.6 0.22
H 0.97675 0.98309 -3.61533 0.0 -0.3 0.0 0.24
H 0.36277 -0.99120 -1.73974 -0.5 0.0 -0.4 0.19
H 1.51186 1.26461 -0.24029 -0.5 0.8 -0.1 0.18
H 1.29669 -0.29892 0.28965 0.0 -0.5 -0.3 0.20
C -1.79144 -6.20824 -1.77921 0.1 -2.3 0.7 -0.10
C -0.97001 -7.49177 -1.25337 -0.9 0.3 0.4 -0.10
O 0.21412 -7.04041 -0.58879 -0.2 2.8 -0.4 -0.66
S 0.25073 -5.31595 -0.56115 2.6 -0.5 1.9 2.42
O 1.26160 -4.89669 -1.54975 -2.6 -0.8 2.0 -0.87
O 0.39127 -4.83952 0.85041 -0.8 -1.4 -4.4 -0.84
O -1.26675 -5.12809 -1.05329 1.5 1.1 0.2 -0.66
H -2.83428 -6.20557 -1.46207 0.0 -0.5 -0.2 0.21
H -1.74693 -6.19874 -2.86826 0.4 0.8 0.1 0.20
H -0.73223 -8.20445 -2.04307 0.3 0.4 -0.2 0.20
H -1.51627 -8.06257 -0.50244 -0.3 0.2 0.0 0.19
C 1.70623 5.70149 7.28256 -0.1 -0.2 1.5 -0.09
C 2.93269 5.81163 6.45205 0.4 -1.1 2.1 -0.10
O 2.39018 5.87291 5.19572 -0.1 0.3 -3.0 -0.67
S 1.09688 4.89781 4.95758 -0.4 -0.3 -1.6 2.41
O 1.55632 3.60180 4.33439 -1.7 4.1 2.5 -0.83
O 0.03586 5.71702 4.30282 3.1 -2.6 2.0 -0.84
O 0.82893 4.79908 6.60560 -0.1 -0.4 -1.9 -0.66
H 1.27450 6.69116 7.43181 -0.5 -0.2 -0.1 0.19
H 1.95758 5.23685 8.23600 -0.3 0.1 0.1 0.21
H 3.56120 4.94036 6.63638 0.0 -0.4 -0.6 0.18
H 3.54464 6.62699 6.83781 -0.2 0.7 -1.0 0.21
```
Positions in Å, forces in eV/Å.



4.
Entry from OMol25: a cluster of 5 separate species, C9H15Cl9O6 in total (wB97M-V/def2-TZVPD).

Its HOMO energy is -10.672 eV. As for the spin multiplicity: 1. The calculation puts the energy above the lowest of the compared OMol25 structures with the same formula, charge and spin at 16.5 kcal per mole. Its SMILES is COC(=O)OC.COC(=O)OC.ClC(Cl)Cl.ClC(Cl)Cl.ClC(Cl)Cl.

```
39
Properties=species:S:1:pos:R:3:forces:R:3:nbo_charge:R:1
C -2.65195 6.46074 -19.90478 -0.3 -0.8 -1.1 -0.27
O -3.02807 6.55459 -18.52826 -0.8 0.7 0.0 -0.49
C -4.26545 6.98425 -18.23540 -2.1 1.9 0.5 0.99
O -5.09172 7.53910 -18.98818 2.6 -2.0 2.2 -0.64
O -4.44898 6.79437 -16.84341 0.3 0.2 -3.1 -0.52
C -5.50727 7.53628 -16.20182 0.2 -1.0 0.4 -0.26
H -1.69924 6.92573 -20.15819 0.2 -0.1 0.9 0.20
H -3.32902 6.86817 -20.65557 -0.6 0.3 0.7 0.21
H -2.64015 5.38755 -20.09510 0.5 0.0 -0.2 0.19
H -6.42584 7.67312 -16.77244 0.5 0.4 -0.5 0.21
H -5.04037 8.43255 -15.79339 -0.5 0.2 -0.1 0.19
H -5.81495 6.85975 -15.40448 0.2 0.2 0.3 0.19
C -8.48019 11.26711 -9.42957 -1.5 0.7 0.4 -0.26
O -7.09520 11.33264 -9.30980 1.9 -0.5 0.5 -0.49
C -6.29747 12.06548 -10.05850 -0.6 1.3 -2.2 0.99
O -6.71752 12.75950 -11.02322 2.0 -1.9 2.8 -0.67
O -4.99484 11.88584 -9.61340 -2.5 0.9 -0.4 -0.49
C -4.03584 12.67092 -10.33044 0.0 -0.1 -0.4 -0.26
H -8.78628 10.22119 -9.40804 0.1 0.2 -0.1 0.20
H -8.94351 11.79412 -10.26365 0.7 -0.2 -0.4 0.20
H -8.87835 11.78184 -8.55514 -0.1 -0.2 0.2 0.19
H -3.11137 12.67611 -9.75301 -0.1 -0.5 -0.2 0.20
H -4.31624 13.71761 -10.44839 -0.4 -0.1 0.0 0.20
H -3.97649 12.18197 -11.30280 0.6 0.4 -0.1 0.19
C -10.29616 8.56814 -11.74336 0.7 -1.2 0.4 -0.25
Cl -8.59126 8.17340 -11.03953 -1.6 0.7 -0.3 -0.05
Cl -10.72650 10.27903 -11.84947 0.6 -0.8 -0.2 0.05
Cl -11.56198 7.70041 -10.86259 0.3 0.1 0.2 0.03
H -10.23348 8.01095 -12.67808 -0.1 1.0 -0.2 0.23
C -7.00853 10.65179 -13.66985 -0.1 0.4 0.1 -0.26
Cl -5.31985 10.16855 -13.41632 -0.4 -0.3 0.0 0.02
Cl -8.07377 9.33950 -14.26415 0.7 0.5 -0.1 0.00
Cl -7.00803 12.08923 -14.73718 -0.3 -0.5 0.3 0.00
H -7.40757 10.96147 -12.70395 0.1 0.0 -0.2 0.25
C -7.10061 11.52458 -18.23163 0.7 -1.4 0.0 -0.27
Cl -7.56108 12.00593 -19.83237 -0.2 0.7 -0.3 0.04
Cl -5.32890 11.16951 -18.22158 -0.6 0.6 0.3 -0.01
Cl -7.91062 9.97744 -17.89627 -0.2 0.1 0.3 0.00
H -7.38827 12.22414 -17.44679 0.3 0.0 -0.4 0.24
```
Positions in Å, forces in eV/Å.